# 1
A structure of composition C20H16Cl2F3MgN5S3. Source: OMol25; level of theory: wB97M-V/def2-TZVPD.

```
50
Properties=species:S:1:pos:R:3:forces:R:3
Mg 0.3538 -0.0637 0.1551 0.28 0.15 0.11
C -0.7162 3.5273 2.4781 0.21 -0.14 -0.09
C 0.0653 2.3346 2.0033 -0.18 0.93 -0.74
N 0.3801 2.1478 0.7733 0.42 -0.54 0.64
N 0.0516 3.0525 -0.1481 -0.85 1.42 -0.04
C 0.4247 2.9279 -1.4544 0.46 -0.03 -0.42
N -0.0948 3.8562 -2.2955 -0.22 0.03 0.36
S 1.5233 1.8132 -1.9621 0.21 -0.21 0.00
C 0.4088 1.2590 2.9236 0.06 -0.43 0.83
C 0.5763 1.4779 4.2942 -0.02 0.05 -0.39
C 0.8455 0.4034 5.1182 0.01 -0.24 -0.18
C 0.9390 -0.8588 4.5527 -0.03 0.24 0.04
C 0.7877 -0.9810 3.1796 0.24 -0.46 0.36
N 0.5266 0.0416 2.3865 -0.19 0.29 -0.21
H -0.1884 4.4574 2.2605 -0.02 0.06 -0.01
H -1.6837 3.5379 1.9697 -0.05 0.02 -0.05
H -0.9126 3.4729 3.5427 -0.02 0.06 0.02
H -0.6429 3.7667 0.0791 0.27 -0.39 0.01
H -0.9487 4.3443 -2.0667 0.02 -0.08 -0.06
H 0.1217 3.7279 -3.2711 -0.04 -0.01 0.12
H 0.5218 2.4719 4.7074 -0.04 0.10 -0.02
H 0.9781 0.5507 6.1794 0.02 -0.01 0.08
H 1.1289 -1.7253 5.1640 0.04 -0.13 -0.01
H 0.8850 -1.9445 2.6994 0.02 0.00 -0.01
F -4.7372 1.2584 -1.6227 -0.01 -0.19 0.11
C -3.7002 1.6757 -2.3543 -0.18 0.43 -0.03
F -4.2162 2.1086 -3.5205 -0.02 -0.16 -0.33
F -3.2246 2.7968 -1.7535 0.03 0.12 0.01
C -2.6177 0.6673 -2.5548 0.21 -0.04 0.06
C -2.3313 0.1677 -3.8071 0.14 -0.03 0.18
C -1.2294 -0.6678 -3.9623 -0.01 -0.03 0.07
C -0.4349 -0.9102 -2.8558 0.07 -0.21 -0.56
N -0.7034 -0.4365 -1.6526 -0.18 0.20 -0.09
C -1.8086 0.3027 -1.4485 -0.47 0.04 -0.97
S -2.1463 0.7473 0.1382 -0.19 -0.16 1.24
H -2.9484 0.4321 -4.6540 -0.02 0.03 -0.02
H -0.9834 -1.0803 -4.9258 0.09 -0.08 -0.07
H 0.4651 -1.5082 -2.9254 0.10 0.01 -0.08
Cl -0.3562 -2.5385 0.4430 -0.61 -0.15 0.36
C 1.0264 -3.4259 -0.0860 0.64 -0.46 -0.36
C 0.8449 -4.7797 -0.3102 -0.09 -0.07 0.13
C 1.9202 -5.5722 -0.6668 0.05 0.11 -0.03
C 3.1666 -4.9857 -0.8387 -0.04 -0.06 0.01
C 3.3211 -3.6262 -0.6582 -0.38 -0.01 0.06
Cl 4.8670 -2.9127 -0.9068 0.41 -0.14 -0.10
C 2.2597 -2.7828 -0.2662 0.00 -0.17 0.14
S 2.5585 -1.1075 0.0055 -0.11 0.49 -0.02
H -0.1412 -5.2001 -0.1760 -0.03 -0.08 0.02
H 1.7950 -6.6359 -0.8014 -0.03 -0.05 -0.05
H 4.0235 -5.5840 -1.1079 0.07 -0.02 -0.05
```
Forces are in eV/Å.

Output
E   -99602.5819 eV
ΔE to the lowest compared entry with this formula, charge and spin   0.217 eV
2S+1   1
Total charge   0
HOMO-LUMO gap   0.2374 Ha

Results of the natural (NBO) charge analysis, in e, for atoms 1 through 5: atom 1 (Mg): 1.64, atom 2 (C): -0.70, atom 3 (C): 0.25, atom 4 (N): -0.28, atom 5 (N): -0.44

---

# 2
A structure of composition C20H16Cl2F3MgN5S3. Source: OMol25; level of theory: wB97M-V/def2-TZVPD.

```
50
Properties=species:S:1:pos:R:3:forces:R:3
Mg 0.5550 -0.4346 -0.6437 0.13 0.07 -0.13
C 3.3489 0.7117 2.4929 -0.02 -0.09 -0.05
C 2.5376 -0.0584 1.4957 0.42 0.36 0.01
N 2.4833 0.2078 0.2482 -0.15 -0.34 0.06
N 3.1568 1.2456 -0.2791 0.26 0.36 0.03
C 3.2232 1.4068 -1.6330 0.01 -0.02 -0.17
N 3.8506 2.5388 -2.0237 0.00 -0.02 0.17
S 2.6282 0.2980 -2.7054 -0.07 -0.02 -0.01
C 1.7343 -1.2210 1.9273 -0.25 -0.40 0.21
C 1.8314 -1.7759 3.1974 0.12 0.13 -0.12
C 1.0404 -2.8684 3.5126 -0.09 -0.07 -0.06
C 0.1859 -3.3852 2.5540 0.12 0.04 0.11
C 0.1558 -2.7804 1.3073 -0.04 -0.12 0.01
N 0.9001 -1.7252 1.0078 0.10 -0.03 0.43
H 3.4518 1.7584 2.2104 -0.02 0.00 0.05
H 2.8684 0.6981 3.4668 -0.02 0.01 0.01
H 4.3470 0.2766 2.5874 0.01 0.03 0.01
H 3.6191 1.9089 0.3230 0.01 -0.02 0.08
H 3.9701 3.3171 -1.3950 -0.01 -0.01 -0.03
H 3.8145 2.7336 -3.0084 0.03 0.04 -0.03
H 2.5109 -1.3703 3.9321 0.01 0.02 -0.01
H 1.0941 -3.3086 4.4994 0.00 -0.01 -0.01
H -0.4424 -4.2392 2.7619 -0.01 0.01 -0.03
H -0.4759 -3.1614 0.5139 0.00 0.06 -0.01
F -3.1142 -4.6899 -3.6638 0.14 -0.01 0.02
C -1.9380 -4.1520 -3.2561 -0.05 -0.14 -0.04
F -1.1884 -4.0036 -4.3589 -0.04 -0.03 0.12
F -1.3466 -5.0848 -2.4813 -0.05 0.09 -0.14
C -2.1676 -2.8662 -2.5183 0.09 0.14 0.11
C -3.4550 -2.4194 -2.3196 0.06 0.07 0.02
C -3.6854 -1.2459 -1.6039 -0.02 -0.01 -0.02
C -2.5912 -0.5743 -1.1088 -0.12 0.12 0.05
N -1.3387 -0.9861 -1.2989 -0.23 -0.34 -0.16
C -1.0711 -2.1213 -1.9971 -0.76 -0.11 -0.14
S 0.5654 -2.5339 -2.1496 0.47 -0.09 -0.12
H -4.2837 -2.9877 -2.7200 0.01 0.02 0.02
H -4.6856 -0.8776 -1.4318 0.01 0.01 0.00
H -2.7031 0.3326 -0.5234 0.04 -0.02 0.01
Cl 0.0056 1.9992 -1.5960 0.14 0.25 -0.37
C -0.9319 2.9331 -0.4669 -0.29 0.15 0.38
C -1.4790 4.1190 -0.9238 0.05 0.00 -0.15
C -2.2120 4.9103 -0.0588 -0.02 0.04 0.02
C -2.3904 4.5033 1.2546 -0.02 0.03 0.00
C -1.8423 3.3123 1.6918 0.12 -0.04 -0.30
Cl -2.0980 2.8536 3.3392 -0.04 0.01 0.13
C -1.0874 2.4661 0.8485 -0.03 0.05 0.05
S -0.4174 0.9725 1.4073 0.02 -0.12 -0.06
H -1.3291 4.4180 -1.9529 0.01 -0.03 0.01
H -2.6435 5.8392 -0.4055 0.00 -0.01 0.00
H -2.9608 5.1105 1.9442 0.01 -0.03 0.02
```
Forces are in eV/Å.

Output
E   -99602.6307 eV
ΔE to the lowest compared entry with this formula, charge and spin   0.168 eV
2S+1   1
Total charge   0
HOMO-LUMO gap   0.2400 Ha

Results of the natural (NBO) charge analysis, in e, for atoms 1 through 5: atom 1 (Mg): 1.66, atom 2 (C): -0.69, atom 3 (C): 0.29, atom 4 (N): -0.32, atom 5 (N): -0.44

---

# 3
A structure of composition C20H16Cl2F6N6NiO6S2. Source: OMol25; level of theory: wB97M-V/def2-TZVPD.

```
59
Properties=species:S:1:pos:R:3:forces:R:3
Ni 0.2137 0.0473 -0.1038 -2.39 0.50 -0.84
C -2.8076 -0.4758 0.3546 0.10 0.07 -0.09
N -1.5699 -0.7655 1.0777 0.30 0.22 0.15
C -1.4811 -0.2380 2.4332 0.02 -0.04 -0.08
C -0.9169 1.1488 2.3620 -0.16 0.21 -0.10
N -0.3078 1.6062 1.3020 0.31 -0.30 -0.02
C 0.0138 2.9258 1.5698 -0.08 0.19 0.31
C 0.6225 3.8905 0.7734 0.02 -0.13 0.02
C 0.7553 5.1576 1.3045 0.05 0.08 -0.10
C 0.3086 5.4690 2.5961 -0.02 -0.08 0.04
C -0.2924 4.5189 3.3997 -0.01 0.01 0.08
C -0.4352 3.2487 2.8590 0.07 0.03 -0.28
N -1.0281 2.0898 3.3338 0.01 -0.08 0.05
C -2.5158 0.2503 -0.9239 0.11 0.17 -0.08
N -1.3417 0.7338 -1.2177 0.15 -0.06 -0.07
C -1.4553 1.3481 -2.4534 -0.36 0.03 -0.18
C -0.5141 2.0108 -3.2346 -0.04 -0.10 0.15
C -0.9498 2.5414 -4.4315 0.11 0.07 -0.06
C -2.2796 2.4190 -4.8548 -0.07 -0.04 0.01
C -3.2222 1.7590 -4.0907 -0.06 -0.04 0.04
C -2.7819 1.2265 -2.8873 0.29 0.11 0.03
N -3.4286 0.5264 -1.8830 -0.12 -0.04 0.07
H -3.4478 0.1661 0.9678 -0.05 -0.07 0.01
H -3.3531 -1.3950 0.1335 -0.02 -0.01 0.03
H -1.3150 -1.7441 1.0223 0.00 -0.04 -0.03
H -0.8036 -0.8683 3.0078 -0.01 -0.06 0.02
H -2.4557 -0.2171 2.9341 0.05 -0.03 0.09
H 0.9723 3.6346 -0.2181 0.00 0.07 -0.01
H 1.2080 5.9411 0.7112 0.03 -0.04 -0.01
H 0.4381 6.4759 2.9690 0.00 0.00 0.01
H -0.6375 4.7532 4.3984 0.00 0.03 -0.02
H -1.4403 1.9566 4.2397 -0.04 -0.01 0.01
H 0.5139 2.0696 -2.9051 0.02 0.06 -0.09
H -0.2492 3.0642 -5.0695 0.02 -0.03 0.01
H -2.5717 2.8415 -5.8068 0.00 0.02 0.01
H -4.2504 1.6554 -4.4126 0.02 0.02 -0.04
H -4.3871 0.2267 -1.8913 0.01 -0.06 0.00
F 3.4509 -0.9268 3.2736 -0.04 0.02 -0.04
C 3.6814 -1.4319 2.0604 -0.10 -0.01 -0.19
F 4.8074 -0.9117 1.5847 -0.01 -0.04 0.03
F 3.8082 -2.7507 2.1629 0.03 0.08 -0.02
S 2.2631 -1.0048 0.9496 1.97 -1.03 1.33
O 2.2418 0.4412 0.9103 -0.25 0.20 0.03
O 1.1325 -1.6109 1.6074 -0.13 -0.01 -0.17
N 2.7586 -1.6887 -0.3622 -0.59 0.14 -0.12
S 2.4680 -1.0110 -1.7632 1.33 0.34 -0.69
O 1.6184 0.1800 -1.7054 -0.11 -0.16 0.28
O 2.2952 -1.9474 -2.8170 -0.24 -0.12 0.19
C 4.1314 -0.2462 -2.1132 -0.09 0.11 0.11
F 4.3141 0.8178 -1.3236 0.02 -0.14 -0.07
F 4.1940 0.1502 -3.3836 -0.08 -0.01 0.06
F 5.1150 -1.1136 -1.8882 -0.11 -0.03 -0.03
Cl -2.4223 -3.9754 -0.6856 -0.28 -0.11 0.21
C -1.0261 -3.8163 -1.7858 0.35 0.61 -0.10
Cl 0.3619 -4.6934 -1.1524 -0.02 -0.07 -0.05
C -0.7657 -2.2725 -1.9137 -0.03 -0.39 0.25
O -1.2846 -1.7024 -2.8551 -0.04 0.02 -0.13
O -0.1034 -1.8045 -0.9313 0.15 -0.10 0.13
H -1.3234 -4.2472 -2.7332 0.03 0.03 -0.03
```
Forces are in eV/Å.

Output
E   -146291.0237 eV
ΔE to the lowest compared entry with this formula, charge and spin   0.498 eV
2S+1   3
Total charge   0
HOMO-LUMO gap (spin up / spin down)   0.3281 / 0.3273 Ha

Results of the natural (NBO) charge analysis, in e, for atoms 1 through 5: atom 1 (Ni): 1.47, atom 2 (C): -0.28, atom 3 (N): -0.66, atom 4 (C): -0.26, atom 5 (C): 0.41

---

# 4
An isolated molecule of C20H16ClF3N2O4. Source: OMol25; level of theory: wB97M-V/def2-TZVPD.

```
46
Properties=species:S:1:pos:R:3:forces:R:3
O 1.8353 -2.2620 -1.2130 0.50 0.22 0.04
O 1.9160 -0.9218 -6.4201 0.72 0.26 2.08
F 2.9633 2.0521 4.0386 0.86 1.15 0.01
F 1.0957 2.4071 2.9153 2.25 -1.54 -0.09
F 2.9650 1.7495 1.8610 -0.29 0.06 0.67
Cl -2.6361 -2.0087 2.9153 -0.18 0.41 -0.05
O 3.2430 -0.6215 3.5431 -1.42 2.46 -2.81
O -0.4951 -0.4883 -4.8282 -1.11 -0.45 -0.66
C 0.6759 -1.9372 -1.0518 0.31 -1.51 -1.98
C 0.8166 -1.0132 -6.8743 -1.62 0.02 -1.13
C -0.5544 -0.5577 6.7404 -0.43 1.13 -0.35
C 0.7451 -0.0350 7.0613 -1.06 -1.01 -1.83
C -0.9629 -1.4913 0.8776 -0.31 -1.40 0.47
C -1.0067 -0.7388 5.4043 1.84 0.72 1.59
C 1.6056 0.2192 6.0045 1.11 0.49 -1.33
C 1.3122 -0.8430 1.0940 0.18 -0.70 1.17
C -1.2231 -1.2631 2.2465 0.81 -0.12 -1.62
C 0.3314 -1.4526 0.3201 -1.70 1.77 0.46
C -0.0642 -0.4940 4.3961 -2.20 -0.12 2.54
C -0.2052 -0.6739 3.0106 -3.44 -2.09 -1.10
C 1.1769 -0.0271 4.6624 1.16 1.25 2.91
C 0.9825 -0.5191 2.4550 3.59 0.64 -5.34
N 0.7390 -1.5025 -8.1449 0.06 -0.38 -1.28
N -0.1765 -2.2465 -2.1656 0.73 1.08 2.24
C -0.5872 -0.5645 -6.2934 2.97 0.29 1.26
C 2.2954 1.6132 3.0003 -2.61 -0.96 0.61
C 1.9199 0.1104 3.3896 3.15 -0.47 0.63
C -1.4063 -1.6157 -2.6800 -0.20 0.55 0.84
C 0.3646 -2.4591 -3.5211 -0.08 0.42 -0.02
C -0.8153 -1.6924 -4.0828 -1.50 -0.92 -2.13
H 3.2584 -1.1368 4.3178 -0.48 -0.84 1.61
H -1.3159 -0.5877 7.5300 0.48 -0.39 -0.19
H 1.0902 0.1282 8.0589 -0.18 0.07 0.51
H -1.7254 -2.0179 0.3046 -0.05 0.25 0.13
H -2.0179 -0.9725 5.1467 -0.26 -0.25 0.27
H 2.6408 0.6562 6.1499 -1.41 -0.64 0.00
H 2.3368 -0.8393 0.6942 -0.50 0.32 0.44
H 1.7006 -1.6733 -8.4681 -0.95 0.18 -0.31
H 0.0231 -1.2434 -8.8308 0.49 -0.30 0.65
H -0.6071 0.4599 -6.7424 -0.70 -0.54 0.88
H -1.3440 -1.2166 -6.7129 -0.40 -0.03 0.36
H -2.3026 -2.2698 -2.4857 0.71 0.80 -0.42
H -1.5813 -0.5950 -2.3514 -0.12 0.10 0.29
H 1.2517 -1.9720 -3.8733 0.93 0.38 0.69
H 0.4286 -3.4945 -3.7818 -0.04 -0.71 -0.16
H -1.5075 -2.3363 -4.6483 0.38 0.34 -0.53
```
Forces are in eV/Å.

Output
E   -52842.5896 eV
2S+1   1
Total charge   0
Structure (SMILES)   NC(=O)COC1CN(C(=O)c2cc(Cl)c3c(c2)[C@@](O)(C(F)(F)F)c2ccccc2-3)C1
HOMO-LUMO gap   0.3210 Ha

Results of the natural (NBO) charge analysis, in e, for atoms 1 through 5: atom 1 (O): -0.58, atom 2 (O): -0.59, atom 3 (F): -0.30, atom 4 (F): -0.36, atom 5 (F): -0.29

---

# 5
An isolated molecule of C20H16ClNOS2. Source: OMol25; level of theory: wB97M-V/def2-TZVPD.

```
41
Properties=species:S:1:pos:R:3:forces:R:3
C 3.3810 2.7063 0.2529 0.02 -0.08 0.03
C 2.2961 1.7213 -0.0802 0.74 -0.80 -0.12
C 2.5209 0.4069 -0.3320 -0.51 0.61 -0.01
C 3.7736 -0.3170 -0.2697 0.52 -0.23 0.02
C 4.7664 -0.0636 0.6809 -0.15 -0.06 -0.07
C 5.9368 -0.7991 0.6895 0.13 -0.02 0.03
C 6.1467 -1.7950 -0.2499 0.02 -0.02 0.00
C 5.1614 -2.0739 -1.1849 0.09 -0.10 -0.02
C 3.9835 -1.3557 -1.1850 -0.03 0.19 0.10
H 3.2144 -1.5762 -1.9110 -0.09 -0.03 -0.06
H 5.3125 -2.8606 -1.9095 0.01 -0.06 -0.06
H 7.0665 -2.3607 -0.2449 0.07 -0.05 0.00
H 6.6902 -0.5957 1.4366 0.05 0.01 0.06
H 4.6009 0.6786 1.4452 -0.01 0.11 0.04
H 1.6722 -0.1778 -0.6612 0.06 0.02 0.05
C 0.9790 2.2715 -0.1638 -1.31 -0.21 -0.21
C -0.1996 1.6477 -0.4503 0.86 1.11 0.33
N -0.3811 0.3270 -0.7338 -0.02 -1.12 -0.20
C -1.5930 0.0151 -0.9846 -0.32 0.75 0.13
S -2.0173 -1.6057 -1.3910 -0.20 -0.48 -0.26
C -3.8421 -1.5242 -1.4768 0.55 0.16 -0.08
C -4.4845 -1.1989 -0.1629 -0.24 0.03 0.07
C -3.9837 -1.7170 1.0255 -0.11 0.00 0.05
C -4.5655 -1.4118 2.2416 0.04 -0.05 0.01
C -5.6691 -0.5774 2.2887 -0.02 0.03 -0.03
C -6.1931 -0.0608 1.1179 -0.03 0.04 -0.01
C -5.6048 -0.3734 -0.0968 0.10 -0.22 0.27
Cl -6.2997 0.2827 -1.5393 -0.15 0.13 -0.16
H -7.0547 0.5879 1.1391 -0.07 0.06 -0.02
H -6.1244 -0.3271 3.2345 -0.05 0.03 0.08
H -4.1541 -1.8223 3.1509 0.03 -0.04 0.08
H -3.1165 -2.3603 0.9876 0.07 -0.01 0.02
H -4.1095 -0.7936 -2.2396 -0.05 -0.20 0.00
H -4.1332 -2.5195 -1.8184 0.02 0.07 -0.10
S -2.7844 1.3356 -0.9129 0.09 -0.26 -0.07
C -1.4377 2.4477 -0.4791 -0.19 0.31 0.00
O -1.5900 3.6167 -0.2649 0.00 0.13 0.03
H 0.8831 3.3331 0.0315 -0.07 0.05 -0.01
H 3.4481 2.8543 1.3309 0.09 0.08 0.08
H 3.1593 3.6715 -0.1982 0.01 0.07 -0.02
H 4.3453 2.3636 -0.1128 0.07 0.06 0.03
```
Forces are in eV/Å.

Output
E   -58729.8783 eV
ΔE to the lowest compared entry with this formula, charge and spin   0.015 eV
2S+1   1
Total charge   0
Structure (SMILES)   CC(/C=C1\N=C(SCc2ccccc2Cl)SC1=O)=C\c1ccccc1
HOMO-LUMO gap   0.2560 Ha

Results of the natural (NBO) charge analysis, in e, for atoms 1 through 5: atom 1 (C): -0.64, atom 2 (C): -0.07, atom 3 (C): -0.16, atom 4 (C): 0.00, atom 5 (C): -0.22